{"formula": "C44H66O33", "method": "ωB97M-V with the def2-TZVPD basis set", "total_energy_ha": -4199.15992, "homo_ha": [-0.003, -0.316], "multiplicity": 2, "molar_mass_g_mol": 1122.979, "total_charge": -1, "species": ["O", "O", "O", "O", "O", "O", "O", "O", "O", "O", "O", "O", "O", "O", "O", "O", "O", "O", "O", "O", "O", "O", "O", "O", "O", "O", "O", "O", "O", "O", "O", "O", "O", "C", "C", "C", "C", "C", "C", "C", "C", "C", "C", "C", "C", "C", "C", "C", "C", "C", "C", "C", "C", "C", "C", "C", "C", "C", "C", "C", "C", "C", "C", "C", "C", "C", "C", "C", "C", "C", "C", "C", "C", "C", "C", "C", "C", "H", "H", "H", "H", "H", "H", "H", "H", "H", "H", "H", "H", "H", "H", "H", "H", "H", "H", "H", "H", "H", "H", "H", "H", "H", "H", "H", "H", "H", "H", "H", "H", "H", "H", "H", "H", "H", "H", "H", "H", "H", "H", "H", "H", "H", "H", "H", "H", "H", "H", "H", "H", "H", "H", "H", "H", "H", "H", "H", "H", "H", "H", "H", "H", "H", "H"], "positions_angstrom": [[-8.092911, 3.536030, 2.149157], [1.062332, -7.048280, -0.403013], [2.665544, -1.519225, -4.562286], [6.276392, 2.265321, -1.351045], [3.483059, -4.352177, -1.244579], [-2.531841, 6.391920, 1.616518], [0.292309, -7.142109, -2.568415], [-6.628381, 4.786877, 0.866718], [-4.679943, -5.272656, -0.665239], [2.925162, -0.866402, 2.724055], [-0.561642, -4.399052, 4.719918], [-3.913078, 2.049196, -3.944753], [-5.993545, 2.972205, 1.885076], [-0.687960, 1.643787, 2.089617], [2.377956, 0.569922, -4.113592], [2.675901, -2.906705, 3.350790], [5.658072, 1.815187, 0.866329], [-1.795841, 2.740159, -3.560462], [0.734835, -0.447353, -5.298955], [2.250469, -4.351072, -3.041015], [-1.969872, 8.358328, 2.383050], [-3.743267, 8.134034, 0.935132], [-3.876159, -3.238899, -0.275546], [4.307349, 3.140592, -0.374657], [-0.121339, -2.861101, 6.171757], [-0.419235, -5.545844, -1.268855], [-0.872434, -2.207029, 4.267348], [3.447875, -1.261841, 4.795829], [0.481531, 2.101929, 0.148328], [-0.670310, 0.227555, 0.224472], [1.783870, -2.816581, -1.368110], [-3.491558, 4.085471, -3.101937], [-3.972212, -4.538429, 1.404812], [3.079650, -5.453318, -3.217867], [-3.440738, -1.118451, 0.824222], [-1.324971, -0.035766, -2.082363], [-1.577007, 6.178425, 2.656988], [-0.295826, 1.339856, 0.947160], [-4.838789, 3.593050, 1.544591], [2.356951, -1.522039, 1.541009], [-2.839673, 7.687152, 1.596256], [-1.042863, -5.291660, -2.465584], [2.390651, -2.926124, 1.953802], [-0.679792, -0.964134, 4.914870], [-3.180123, 2.907645, -3.649946], [0.626815, 1.561578, -1.165719], [-0.789285, -3.846277, -2.906097], [-0.598516, -3.229215, 5.068059], [-1.184874, 3.998261, -3.280740], [5.480335, 2.417040, -0.400520], [1.798873, -0.491533, -4.657482], [5.196074, 2.595092, 3.075029], [-0.623881, 5.070870, 2.075715], [-2.080268, -0.270535, 5.079119], [3.013280, -1.636827, 3.736385], [3.806488, 3.142624, 0.911438], [-4.257763, -4.412176, 0.069461], [2.438034, -3.764705, -1.819433], [-2.376968, 4.926730, -2.868617], [-3.782289, 2.591601, 1.044745], [3.800421, -1.230139, -3.792991], [4.611498, 2.143477, 1.688410], [3.628289, 0.272339, -3.481438], [5.098095, -1.631509, -4.511231], [-2.304058, 5.518195, -1.503936], [3.948331, -5.450501, -1.980291], [-3.358227, -3.448320, 1.900849], [-5.234422, 4.639435, 0.546395], [0.389053, -6.625087, -1.334990], [3.789586, -5.206354, -4.550328], [-0.563236, -6.425782, -3.368875], [0.008372, -1.422806, 6.205204], [-0.177224, 0.235433, -1.106215], [-0.914883, 7.524067, 2.929705], [-2.980168, -2.582320, 0.720479], [1.089209, -3.739467, 1.797954], [-6.990659, 3.769356, 1.648511], [-2.098338, -5.477253, -2.266527], [0.026393, -0.347300, 4.359058], [1.105210, -4.355387, 0.898801], [0.193278, -3.130223, 1.917266], [-4.485255, -0.987015, 1.106710], [2.969378, -1.423977, 0.644679], [0.226766, 4.925017, 2.741481], [-2.458563, -3.672038, 2.474130], [0.535748, -0.588544, -1.135153], [-1.822742, -0.962935, -1.798304], [-2.359032, 5.730696, -3.604430], [-2.075062, 0.754832, -2.061902], [1.071370, -1.182088, 6.191309], [3.206565, -3.381907, 1.392869], [0.216469, 2.200898, -1.947374], [-0.796131, 7.554903, 4.012772], [4.085959, 1.188613, 1.676590], [5.562488, 1.713073, 3.600269], [-4.969893, 4.339118, -0.467474], [-2.863783, -1.014604, 5.222509], [4.316240, 2.851754, 3.665041], [2.756967, 2.849947, 0.942394], [-2.162091, 0.393537, 5.939594], [-3.609183, 1.823302, 1.798307], [-1.573679, -3.526040, -3.591865], [-3.361847, -0.684602, -0.172601], [4.003806, -1.743875, -2.853411], [3.891579, 4.149159, 1.321015], [3.069277, -5.193445, -5.368304], [-0.827345, 4.351298, -4.248027], [-2.821948, 3.083364, 0.889758], [-4.527701, 4.137287, 2.436283], [4.591628, -5.932709, -4.681569], [-1.967106, 5.819783, 3.609512], [5.862524, 3.452134, 2.977931], [-1.414851, 6.125294, -1.334143], [-4.057340, -2.920574, 2.549562], [5.679913, -0.717165, -4.627710], [4.455863, 0.923896, -3.761951], [-1.379822, -7.083846, -3.665928], [-1.123431, 4.132730, 1.833960], [-3.157465, 6.131860, -1.215460], [5.012989, -5.360026, -2.195723], [-0.465912, 4.017796, -2.461708], [-4.182324, 2.024774, 0.204045], [-0.854291, -3.208516, -2.024545], [-0.241528, 5.463951, 1.133697], [1.662096, 1.430983, -1.480745], [-4.668262, 5.509058, 0.880049], [2.388663, -6.286862, -3.343721], [3.474000, 0.422844, -2.412959], [3.965903, -6.304482, -1.303166], [4.331765, -4.263312, -4.619759], [-2.217583, 4.687450, -0.803599], [-1.130225, -0.178248, -3.145315], [1.329280, -1.184269, 1.407214], [-0.064472, 7.690948, 2.268588], [4.897805, -1.925440, -5.541566], [5.638979, -2.395236, -3.952433], [1.168517, -4.550102, 2.522296], [0.111251, -3.604881, -3.470779], [-1.930075, -2.475604, 0.448428], [-2.303620, 0.431802, 4.276038], [-2.886577, -0.572634, 1.587837], [-0.048217, -6.107484, -4.275261], [-0.417601, -1.000413, 7.115281]], "forces_ev_per_a": [[2.07, 1.30, -1.67], [-1.32, 0.87, -2.45], [-1.45, -1.63, -0.13], [-3.33, 0.86, 3.44], [-0.13, 1.11, 1.25], [-0.22, -0.41, 0.90], [1.93, -1.68, 1.05], [-0.21, 0.56, -0.73], [-0.04, 0.82, 1.15], [-0.53, 2.79, -3.40], [-1.21, 1.46, 0.03], [-1.17, -0.87, -0.87], [-0.47, -2.49, 0.63], [1.40, -1.20, -3.50], [-0.27, 1.48, 0.22], [0.49, 0.51, 1.57], [2.29, 1.18, -4.18], [-0.60, 0.16, -0.04], [3.07, -0.69, 2.25], [-1.61, 2.03, 1.44], [-0.39, 1.56, 0.56], [1.15, 0.02, 0.89], [1.85, 3.23, -1.94], [2.05, -0.87, -1.87], [0.97, 2.19, 4.18], [1.79, -0.62, 2.26], [-0.77, 0.25, -1.65], [-0.76, -0.80, 0.10], [0.05, 0.58, 0.70], [-0.58, 0.91, 2.24], [1.91, -2.65, -1.22], [-1.32, 0.74, 0.00], [-1.43, -3.56, -1.08], [0.36, -0.41, -1.70], [-0.54, -0.39, -0.09], [-0.53, 0.20, 0.22], [2.28, -2.75, -0.78], [-1.21, 0.00, 0.66], [3.29, -0.03, -0.34], [-0.27, 0.86, 0.62], [-0.54, 0.46, -0.54], [-1.25, 0.90, -1.65], [-1.09, -2.32, -0.22], [-1.11, 0.80, 0.94], [2.78, 0.30, 2.02], [-1.00, -0.76, -1.13], [-0.78, 0.11, -0.44], [0.95, -3.92, -3.44], [-1.22, 0.86, -0.30], [2.20, -1.36, -1.07], [-1.40, 0.51, -2.17], [-2.10, -0.91, -0.93], [-0.32, 1.36, 0.29], [0.80, 0.25, 0.23], [1.08, -1.93, 0.97], [-1.17, 0.82, 1.79], [0.55, -2.19, 0.76], [-1.34, 1.77, -0.06], [1.39, 0.21, -1.50], [-0.68, 0.00, 1.01], [2.27, 0.95, 0.16], [0.06, -0.57, 1.85], [-0.37, -0.78, 0.42], [-0.38, 1.08, -0.88], [-0.20, -0.63, 1.05], [1.15, -1.04, 0.38], [1.62, 2.29, 1.58], [0.73, 0.27, 0.81], [0.56, -0.14, 2.12], [0.69, -0.23, 0.17], [-1.07, 0.61, -1.28], [0.32, 0.27, 0.31], [1.06, -0.37, -0.84], [-1.64, -1.11, -1.78], [-2.42, 1.39, -0.06], [1.33, -0.72, -0.21], [-4.34, -0.61, 1.60], [-0.25, 0.52, -0.18], [-0.29, -0.03, -0.33], [-0.30, 0.66, -0.55], [0.03, -0.21, 0.03], [-0.21, -0.54, 0.05], [0.00, 0.88, 0.15], [-0.08, -0.30, 0.02], [-0.13, -0.48, 0.18], [0.03, -0.17, -0.24], [0.03, -0.04, 0.27], [-0.56, 0.10, -0.08], [0.01, 0.08, 0.26], [0.04, -0.15, -0.02], [0.14, -0.56, 0.47], [-0.29, 0.35, 0.51], [0.28, 1.03, -0.30], [-0.65, 0.14, 1.20], [0.67, 0.23, -0.22], [-0.79, 0.23, -0.26], [0.05, -0.07, -0.31], [-0.03, 0.48, 0.20], [-0.08, 0.14, -0.35], [0.53, -0.16, 0.40], [0.07, 0.15, 0.27], [-0.38, -0.10, 0.11], [0.37, 0.33, 0.23], [-1.71, -0.38, 0.44], [0.02, 0.16, 0.06], [0.11, -0.33, 0.00], [0.74, 0.08, 0.37], [-0.15, -0.07, -0.42], [0.63, -0.16, 0.26], [-0.29, -0.46, -0.33], [-0.95, -0.06, -0.31], [0.10, -0.32, 0.03], [0.12, 0.01, -0.44], [0.01, 0.22, 0.15], [0.50, -0.22, 0.24], [-0.33, 0.04, -0.54], [-0.08, 0.06, -0.05], [-0.02, 0.06, 0.48], [-0.12, -0.08, -0.22], [0.03, 0.68, -0.33], [0.26, -0.61, -0.39], [0.23, 0.40, -0.44], [0.11, 0.01, -0.06], [0.16, 0.04, -0.06], [0.23, -0.16, 0.76], [-0.45, 0.45, -0.82], [0.47, -0.46, 0.34], [0.09, -0.02, 0.29], [-0.86, -0.32, -0.27], [-0.30, 0.27, 0.53], [-0.12, 0.00, 0.35], [0.91, 0.22, 0.09], [0.13, 0.43, -0.12], [0.39, 0.06, 0.67], [-0.07, -0.40, 0.04], [0.11, 0.10, -0.21], [-0.46, 0.36, 0.55], [0.25, -0.54, 0.47], [0.01, -1.15, -0.49], [-0.01, -0.54, -0.49], [0.45, -0.01, -0.33], [0.11, 0.21, 0.04], [-0.19, -0.30, -0.03]], "mulliken_spin": [0.00, -0.01, -0.03, -0.24, -0.31, -0.05, -0.01, 0.00, 0.00, 0.49, 0.00, -0.01, -0.01, 0.08, -0.09, -0.05, -0.19, -0.07, -0.02, 0.06, -0.05, -0.01, 0.00, -0.55, -0.01, 0.02, 0.00, -0.08, 0.51, -0.66, 0.01, 0.00, 0.00, -0.02, -0.01, 0.01, -0.10, -0.29, -0.01, -1.03, -0.04, -0.01, -0.03, 0.04, 0.01, -0.62, -0.02, -0.04, 0.35, 1.13, 0.08, 0.08, 0.23, 0.03, 0.68, 0.98, 0.00, 0.11, -0.23, 0.05, -0.19, -0.91, 0.35, 0.09, 0.13, 0.25, 0.00, 0.01, 0.01, -0.02, 0.01, 0.02, 0.70, 0.21, -0.02, -0.10, 0.00, 0.00, 0.00, 0.02, 0.02, 0.00, 0.10, 0.08, 0.00, -0.03, 0.00, -0.03, 0.01, 0.00, 0.06, -0.19, 0.00, 0.41, 0.03, -0.01, 0.00, -0.02, -0.38, -0.01, 0.03, -0.01, 0.00, 0.00, 0.07, 0.01, 0.03, -0.03, 0.02, -0.02, -0.05, -0.02, -0.06, 0.00, -0.05, 0.05, 0.00, 0.01, 0.03, 0.02, -0.08, 0.00, 0.01, 0.01, 0.16, -0.02, -0.01, -0.08, -0.01, 0.07, 0.09, 0.00, 0.13, -0.08, 0.03, 0.01, 0.00, 0.01, 0.01, 0.00, 0.00, 0.00, 0.00]}